*1*
# C42H38Br3N7O4Ta

A structure of composition C42H38Br3N7O4Ta (ωB97M-V/def2-TZVPD, the OMol25 dataset).

Last column: Mulliken charge in e.
Element x y z (Å)
Ta (0.2526, -0.0171, -0.3544)  0.92
Br (0.0614, 4.5304, 0.6747)  -0.14
Br (6.0638, -3.0161, -3.2371)  -0.15
Br (-4.0879, 5.4853, -3.0781)  -0.19
O (-0.5226, 1.6591, -0.1121)  -0.20
O (5.8055, -0.9790, 4.0824)  -0.65
O (-2.7888, 0.7668, 1.2765)  -0.41
O (1.9084, -0.9397, -0.0936)  -0.68
N (1.5346, 0.5107, -1.7513)  0.54
N (3.6490, -0.3479, 4.2898)  -0.07
N (4.2436, -2.0143, 2.7598)  -0.16
N (0.8755, 0.5017, 2.0355)  0.02
N (-1.2829, -1.6590, 0.7256)  0.29
N (-2.2246, 0.6744, -1.8042)  0.86
N (-0.1053, -1.6912, -1.6234)  0.70
C (4.3503, -3.7699, 1.1310)  -0.29
C (2.0546, 0.0554, 2.4755)  -0.96
C (0.0410, 1.1023, 2.8834)  -0.48
C (-3.0789, 0.1452, -2.6484)  0.13
C (-3.5321, -3.1873, 1.3246)  -0.71
C (6.4149, -2.9683, 2.0588)  -0.53
C (-1.7174, -1.7664, 1.9625)  -0.39
C (2.9757, 1.1842, -3.6929)  -1.82
C (0.9253, -2.2587, -2.3309)  -1.16
C (-3.0752, -3.8372, -2.3078)  -1.01
C (2.1999, -1.8011, -2.2585)  0.79
C (5.0281, -2.9094, 1.9904)  0.85
C (-3.0698, -3.1349, -0.0077)  0.68
C (0.3750, 1.2848, 4.2144)  -1.13
C (7.0988, -3.9009, 1.2931)  -0.82
C (3.3322, -2.4886, -2.8119)  -1.20
C (-3.6561, -3.8580, -1.0689)  -0.92
C (-2.8416, -2.5291, 2.3080)  -1.02
C (1.5773, 0.8013, 4.6871)  -0.58
C (2.4186, -0.5884, -1.3770)  1.97
C (2.4515, 0.1434, 3.8127)  0.01
C (-1.3065, -2.3727, -1.5407)  -0.87
C (-2.0817, 4.7691, -1.2305)  -0.43
C (6.4356, -4.7903, 0.4561)  0.73
C (1.5803, 1.1811, -3.0686)  1.59
C (-2.2748, 2.0140, -1.6164)  0.11
C (-1.9160, -2.3564, -0.2558)  1.13
C (-4.0526, 2.2640, -3.2086)  -0.98
C (4.5812, -2.0924, -2.5198)  -0.20
C (3.8577, -0.1918, -1.2106)  -0.86
C (-1.8957, -3.1096, -2.5455)  -0.28
C (1.1335, 2.6332, -2.8434)  -1.54
C (-4.0260, 0.9041, -3.3601)  -1.27
C (4.6723, -1.1221, 3.6876)  0.28
C (7.1886, -5.8225, -0.3354)  -1.33
C (-1.2616, 3.8876, -0.5102)  0.33
C (-3.1464, 2.8761, -2.3170)  0.80
C (5.0487, -4.6957, 0.3774)  -0.88
C (0.5934, 0.5165, -4.0455)  -1.47
C (-1.3336, 2.5256, -0.6927)  -0.93
C (-3.0087, 4.2718, -2.1063)  0.08
C (4.8547, -0.9412, -1.6826)  -1.02
H (-0.3072, 1.8030, 4.8730)  0.48
H (6.9507, -2.3076, 2.7204)  0.51
H (5.8842, -0.6787, -1.4782)  0.52
H (2.7017, -0.3631, 1.7212)  1.39
H (1.6028, 3.0292, -1.9414)  0.27
H (8.1788, -3.9442, 1.3613)  0.38
H (-3.1424, -2.5961, 3.3439)  0.46
H (-0.8985, 1.4468, 2.4759)  0.50
H (1.8493, 0.9300, 5.7275)  0.42
H (-0.3818, 0.4030, -3.5714)  0.10
H (0.4835, 1.1370, -4.9358)  0.57
H (-4.7085, 0.4059, -4.0335)  0.52
H (2.9200, 1.6617, -4.6706)  0.59
H (-4.7468, 2.8714, -3.7723)  0.40
H (0.7173, -3.1722, -2.8788)  0.64
H (3.2684, -3.7178, 1.0587)  0.17
H (3.2521, -2.1368, 2.6436)  0.26
H (-4.4102, -3.7769, 1.5564)  0.49
H (-4.5402, -4.4515, -0.8770)  0.45
H (-1.1624, -1.2248, 2.7184)  0.27
H (-3.0170, -0.9270, -2.7887)  0.09
H (1.4201, 3.2580, -3.6883)  0.55
H (4.0257, 0.6898, -0.6029)  0.63
H (-1.9622, 5.8356, -1.1060)  0.51
H (6.6378, -6.7624, -0.3696)  0.36
H (7.3369, -5.4882, -1.3630)  0.21
H (3.3545, 0.1721, -3.8351)  0.26
H (-3.5161, -4.3990, -3.1203)  0.43
H (3.1581, -3.3568, -3.4358)  0.56
H (0.9477, -0.4664, -4.3505)  0.27
H (-1.4468, -3.1241, -3.5303)  0.53
H (-3.1963, 1.6290, 1.1267)  0.22
H (-3.4559, 0.2380, 1.7297)  0.26
H (3.6803, 1.7423, -3.0773)  0.39
H (3.9750, 0.0602, 5.1519)  0.29
H (8.1695, -6.0073, 0.0999)  0.39
H (4.5060, -5.3686, -0.2763)  0.35
H (0.0522, 2.6845, -2.7267)  0.21

The total charge is +1. For the HOMO energy, the calculation gives -9.48 eV. The calculation puts the gap between HOMO and LUMO at 6.148 eV. As for the spin multiplicity: 1.

*2*
# C42H38Br3N7O4Ta

A structure of composition C42H38Br3N7O4Ta (ωB97M-V/def2-TZVPD, the OMol25 dataset).

Last column: Mulliken charge in e.
Element x y z (Å)
Ta (-0.4378, -0.9339, 0.1122)  0.67
Br (-2.2122, -2.1818, 7.4480)  -0.21
Br (-5.7828, 1.3640, -4.4763)  -0.17
Br (2.1677, -2.6811, 3.9513)  -0.17
O (2.1538, -2.2665, 0.3697)  -0.47
O (-0.6423, 0.0521, -1.6555)  -0.63
O (0.1321, -1.4398, 1.9339)  0.16
O (5.3482, -0.4944, -4.2450)  -0.63
N (-1.5428, 1.3147, 0.4235)  0.74
N (3.6191, 0.6246, -3.2207)  -0.14
N (0.9789, 0.9485, 1.2245)  0.34
N (3.2692, -1.3881, -4.3277)  -0.16
N (-2.2603, -0.4729, 2.4149)  1.24
N (0.7266, -2.1369, -1.7794)  0.29
N (-1.8393, -2.0258, -0.1565)  1.01
C (5.3657, 4.1194, -1.6274)  0.74
C (4.2598, 1.7748, -2.6942)  0.72
C (5.6381, 1.8980, -2.5685)  -0.46
C (-1.3761, 3.6228, 3.3614)  -1.26
C (-1.6456, -1.1107, 3.4351)  -0.90
C (3.4375, 2.8132, -2.2670)  -0.38
C (1.7309, -1.5342, -2.4153)  -0.85
C (-3.5410, -0.7707, 4.8770)  -1.17
C (-0.1927, -2.3145, 5.4846)  -0.33
C (-3.4618, 0.0056, 2.6177)  -0.60
C (1.6055, -3.1098, -4.1973)  -0.55
C (2.2276, 0.7542, 1.5848)  -0.19
C (-4.2224, -1.6406, -0.2463)  -1.06
C (3.9874, 3.9694, -1.7430)  -0.99
C (0.7542, 2.5535, 3.0272)  1.16
C (-1.9069, 2.9059, 2.2759)  -0.54
C (4.1875, -0.3894, -3.9269)  0.28
C (-2.4485, 1.7575, -0.3728)  -0.29
C (-3.9135, 1.5050, -2.3341)  -0.51
C (0.3655, -2.1472, 4.2104)  0.10
C (5.9616, 5.3801, -1.0613)  -1.39
C (-4.1759, 0.9476, -3.5594)  -0.43
C (-1.1299, 2.0330, 1.5536)  -0.25
C (-3.1067, -2.6965, -0.1587)  1.80
C (-0.3347, -1.5973, 3.1540)  0.42
C (-4.1535, -0.1339, 3.8327)  -1.66
C (0.2264, 1.8341, 1.9300)  0.46
C (-2.0849, -0.2328, -3.5072)  -0.75
C (-2.7364, 1.1691, -1.6495)  0.15
C (-3.2362, -3.6303, -1.3735)  -1.88
C (2.2217, -1.9784, -3.6418)  0.29
C (-2.2314, -1.2709, 4.7137)  1.32
C (-0.0702, 3.4602, 3.7284)  -1.00
C (0.1644, -3.2202, -2.3004)  -0.86
C (2.1000, 2.3152, 3.3824)  -0.76
C (-1.7877, 0.3109, -2.2482)  -0.02
C (-3.2622, -3.5103, 1.1347)  -1.47
C (2.8351, 1.4159, 2.6634)  -1.46
C (6.1716, 3.0648, -2.0412)  -0.81
C (0.5830, -3.7365, -3.5197)  -0.95
C (-3.2670, 0.0644, -4.1471)  -0.52
C (-1.4722, -1.9030, 5.7266)  -0.03
H (-2.9409, -3.1037, -2.2826)  0.34
H (-3.4965, -0.3763, -5.1076)  0.48
H (-2.4063, -4.1763, 1.2590)  0.33
H (0.1008, -4.6157, -3.9230)  0.48
H (3.3341, 4.7744, -1.4276)  0.38
H (6.0138, 5.3259, 0.0285)  0.27
H (-5.1573, 0.2550, 3.9322)  0.51
H (-2.6169, -4.5213, -1.2525)  0.42
H (6.9726, 5.5382, -1.4333)  0.38
H (2.5300, 2.8500, 4.2199)  0.48
H (-4.1722, -4.1099, 1.1019)  0.46
H (1.9444, -3.4810, -5.1572)  0.40
H (2.1689, -0.6906, -1.9035)  0.94
H (6.2853, 1.0999, -2.8935)  0.47
H (2.7947, 0.0380, 1.0005)  0.69
H (0.3981, -2.7802, 6.2603)  0.47
H (-1.3646, -0.9095, -3.9518)  0.50
H (-2.0137, 4.3115, 3.8990)  0.43
H (-4.6252, 2.1875, -1.8858)  0.54
H (0.3481, 4.0163, 4.5579)  0.46
H (3.8636, 1.1978, 2.9133)  0.53
H (2.3595, 2.7194, -2.3577)  0.40
H (-4.2268, -1.1693, -1.2306)  0.25
H (-4.2722, -3.9523, -1.4770)  0.45
H (-4.0492, -0.8889, 5.8236)  0.40
H (-2.9513, 3.0364, 2.0214)  0.44
H (-0.6252, -3.6744, -1.7260)  0.53
H (-3.3068, -2.8394, 1.9937)  0.18
H (5.3560, 6.2474, -1.3223)  0.37
H (2.2883, -2.2853, 1.3300)  -0.02
H (-5.1899, -2.1136, -0.0750)  0.56
H (3.6747, -1.9649, -5.0475)  0.29
H (2.3431, -3.1609, 0.0672)  0.26
H (-2.9961, 2.6705, -0.1296)  0.50
H (2.6170, 0.6996, -3.2690)  0.29
H (-4.0551, -0.8718, 0.5077)  -0.05
H (-3.9196, 0.5347, 1.7863)  0.81
H (7.2482, 3.1526, -1.9592)  0.37

The total charge is +1. For the HOMO energy, the calculation gives -10.35 eV. The calculation puts the gap between HOMO and LUMO at 7.135 eV. As for the spin multiplicity: 1.

Stability ranking, top and bottom: *2* is the most stable and *1* is the least stable.

*1*
# C4H14N2O2

A cluster of 2 separate species, C4H14N2O2 in total (ωB97M-V/def2-TZVPD, the OMol25 dataset).

Last column: Löwdin spin population.
Element x y z (Å)
O (-1.9825, 0.6951, 1.8599)  0.02
O (3.7823, 1.3179, 0.9980)  0.26
N (-0.2287, 0.3488, -0.8394)  0.03
N (1.4169, -0.9872, -1.8310)  0.07
C (-1.6018, 0.2489, -0.4854)  0.02
C (-0.7794, -1.3627, 1.3799)  0.07
C (0.3874, -0.0208, -2.1600)  0.07
C (-1.8572, -0.3733, 0.9131)  0.01
H (3.8168, 0.7427, 0.2024)  0.10
H (-0.5520, -1.9585, 0.4924)  0.01
H (0.2712, 1.1583, -0.4918)  0.05
H (-2.0960, -0.3807, -1.2583)  0.00
H (0.8933, 0.8981, -2.5002)  0.03
H (-2.2509, 1.1324, -0.5664)  0.00
H (0.9883, -1.7518, -1.3353)  0.02
H (-2.2362, 1.5393, 1.4608)  0.00
H (2.1783, -0.5453, -1.3211)  0.09
H (-2.8290, -0.8903, 1.1673)  0.00
H (-1.2944, -2.0476, 2.0819)  0.01
H (0.0960, -1.0310, 1.9034)  0.04
H (3.2807, 0.6228, 1.4911)  0.10
H (-0.3524, -0.3991, -2.8506)  0.00

The total charge is -1. For the HOMO energy (alpha / beta), the calculation gives 0.86 / -4.97 eV. The calculation puts the gap between HOMO and LUMO (alpha / beta) at 2.619 / 8.350 eV. As for the expectation value of S²: 0.7506. As for the spin multiplicity: 2.

*2*
# C4H14N2O2

A cluster of 3 separate species, C4H14N2O2 in total (ωB97M-V/def2-TZVPD, the OMol25 dataset).

Last column: Löwdin spin population.
Element x y z (Å)
O (-2.3690, 2.0160, -0.7611)  0.00
O (-2.0821, -0.0274, 0.6531)  0.00
N (1.7638, -2.0157, 0.1198)  0.80
N (0.2544, 1.8688, 0.5238)  0.00
C (0.8287, 0.7987, -0.3051)  0.01
C (3.0983, -1.7580, 0.6179)  0.10
C (-0.2012, -0.1214, -0.9786)  0.00
C (-1.1776, -0.8316, -0.0293)  0.01
H (1.4855, 0.2239, 0.3425)  0.00
H (3.0959, -1.9128, 1.7058)  0.02
H (-0.2205, 1.3683, 1.2723)  0.00
H (-3.1141, 2.5593, -0.4723)  0.00
H (-2.1820, 0.8814, 0.0887)  0.00
H (-1.6845, -1.5422, -0.7106)  0.00
H (3.8821, -2.3856, 0.1780)  0.03
H (1.4980, -2.9287, 0.4938)  0.02
H (1.5291, 1.2066, -1.0484)  0.00
H (-0.5667, -1.4226, 0.6665)  0.00
H (-0.7854, 0.5118, -1.6550)  0.00
H (0.3799, -0.8233, -1.5764)  0.00
H (3.3535, -0.7147, 0.4301)  0.00
H (-0.5144, 2.2976, 0.0081)  0.00

The total charge is -1. For the HOMO energy (alpha / beta), the calculation gives -3.85 / -3.85 eV. The calculation puts the gap between HOMO and LUMO (alpha / beta) at 7.076 / 6.192 eV. As for the expectation value of S²: 0.7537. As for the spin multiplicity: 2.

Stability ranking, top and bottom: *2* is the most stable and *1* is the least stable.